Record 1
{"formula": "C5H9N3", "method": "ωB97M-V/def2-TZVPD", "elements": ["C", "C", "C", "C", "C", "H", "H", "H", "H", "H", "H", "H", "H", "H", "N", "N", "N"], "positions_angstrom": [[-1.4478, -1.0747, -0.3447], [-0.6640, -1.8015, 0.8564], [0.2786, -0.3715, 0.6438], [1.8333, 1.2017, 0.3247], [-0.2392, -0.4228, -0.8232], [-2.1068, -1.7032, -1.0209], [-2.2410, -0.4912, 0.1819], [0.0308, -2.6005, 0.7092], [-0.8922, -2.0351, 1.8303], [-0.2753, 0.5944, 1.1089], [2.5204, 2.1633, 0.7658], [1.0825, 3.3578, -0.9362], [-0.9392, 1.5346, -0.8068], [0.6022, -0.8054, -1.3646], [1.7374, -0.1183, 0.9027], [0.9292, 1.6111, -0.6514], [-0.2088, 0.9613, -1.3760]], "spin_multiplicity": 1, "charge": 0, "e_tot_ev": -9791.4067, "orbital_gap_ev": 6.547, "e_homo_ev": -8.2, "lumo_energy_ha": -0.0594}

Record 2
{"formula": "C7H12S", "method": "ωB97M-V/def2-TZVPD", "elements": ["C", "C", "C", "C", "S", "C", "C", "C", "H", "H", "H", "H", "H", "H", "H", "H", "H", "H", "H", "H"], "positions_angstrom": [[-0.7405, -0.2961, -1.8976], [-0.5232, -0.4595, -0.4225], [-1.2378, -1.2696, 0.3900], [-0.6107, -1.4835, 1.8220], [0.7898, -0.4111, 2.0351], [0.5735, 0.3285, 0.2859], [1.9882, 0.5037, -0.3191], [-0.1105, 1.7715, 0.5291], [-1.4167, 0.5657, -2.1665], [0.2339, -0.1762, -2.4199], [-1.3044, -1.1203, -2.3370], [-2.0912, -1.8957, 0.0870], [-1.4143, -1.5063, 2.5549], [-0.2781, -2.6018, 1.8684], [2.5702, -0.4481, -0.4501], [1.9356, 1.0059, -1.2796], [2.5350, 1.2465, 0.2473], [0.4304, 2.5397, 0.9709], [-0.2725, 2.1220, -0.4623], [-1.0567, 1.5847, 0.9640]], "spin_multiplicity": 1, "charge": 0, "e_tot_ev": -18287.7853, "orbital_gap_ev": 9.087, "e_homo_ev": -8.2, "lumo_energy_ha": 0.0339}

Record 3
{"formula": "C35H39ClNO22S", "method": "ωB97M-V/def2-TZVPD", "elements": ["O", "S", "O", "Cl", "C", "C", "C", "C", "C", "C", "O", "C", "C", "C", "C", "O", "N", "C", "O", "O", "H", "H", "H", "H", "H", "H", "H", "H", "H", "H", "H", "H", "H", "H", "H", "H", "H", "H", "H", "H", "H", "H", "H", "C", "C", "C", "O", "C", "C", "C", "O", "O", "O", "H", "H", "H", "H", "C", "C", "C", "O", "C", "C", "C", "O", "O", "O", "H", "H", "H", "H", "C", "C", "C", "O", "C", "C", "C", "O", "O", "O", "H", "H", "H", "H", "C", "C", "C", "O", "C", "C", "C", "O", "O", "O", "H", "H", "H", "H"], "positions_angstrom": [[-2.0406, -2.2311, -5.4311], [-0.8803, -1.4153, -5.0319], [-1.1493, -0.6353, -3.8044], [-0.2720, -0.0678, -6.4778], [0.5272, -2.5933, -4.7851], [0.9523, -2.5549, -3.2818], [1.8678, -1.2864, -3.0777], [1.9080, -0.8244, -1.5733], [3.3150, -1.0224, -0.9481], [4.4748, -0.2835, -1.6764], [5.6788, -0.9904, -1.3182], [5.8878, -0.7036, 0.0673], [4.7273, -1.2464, 0.9811], [5.0677, -0.9659, 2.4771], [4.3161, -1.8696, 3.5095], [5.2264, -2.0587, 4.5938], [3.3737, -0.7467, 0.5307], [3.0975, 0.6611, 0.8936], [2.4529, 0.7029, 2.1652], [1.6871, 1.8724, 2.2544], [0.2545, -3.6135, -5.0977], [1.3612, -2.1912, -5.3899], [1.5376, -3.4520, -3.0035], [0.0629, -2.4301, -2.6349], [2.8634, -1.5501, -3.4804], [1.4578, -0.4618, -3.6862], [1.1256, -1.3936, -1.0317], [1.5989, 0.2383, -1.5646], [3.5492, -2.1028, -1.0419], [4.4053, -0.3376, -2.7708], [4.5858, 0.7761, -1.3735], [5.9570, 0.3951, 0.2184], [6.8014, -1.2108, 0.4188], [4.6901, -2.3457, 0.8338], [4.9482, 0.0865, 2.7878], [6.1455, -1.2008, 2.6006], [3.4546, -1.2947, 3.9044], [4.0425, -2.8373, 3.0547], [5.0147, -2.8908, 5.0144], [2.6350, -1.3187, 0.9576], [2.4206, 1.1799, 0.1886], [4.0574, 1.2177, 0.8951], [2.2711, 2.6528, 2.2826], [-8.0700, -2.2503, -4.2838], [-7.4572, -3.0953, -5.1163], [-6.0307, -2.9067, -5.5140], [-5.5111, -3.7144, -6.2592], [-5.3190, -1.7434, -4.9847], [-5.9325, -0.8958, -4.1555], [-7.3502, -1.1000, -3.7362], [-7.8605, -0.3129, -2.9628], [-5.3006, 0.1847, -3.6561], [-8.0919, -4.1591, -5.6370], [-9.1016, -2.3787, -3.9869], [-4.2914, -1.6062, -5.2913], [-5.9510, 0.6444, -3.0803], [-7.4333, -4.6032, -6.1985], [-0.0008, -4.5457, 1.6559], [-0.9441, -5.3471, 2.1617], [-1.2505, -5.3684, 3.6235], [-2.1262, -6.0974, 4.0336], [-0.4648, -4.4995, 4.5014], [0.4778, -3.7033, 3.9938], [0.7637, -3.6645, 2.5297], [1.6268, -2.9050, 2.1045], [1.2159, -2.8963, 4.7788], [-1.6582, -6.1659, 1.3847], [0.2279, -4.5206, 0.5994], [-0.6823, -4.5345, 5.5599], [1.8166, -2.4269, 4.1787], [-2.2681, -6.6312, 1.9859], [-5.0400, 3.4983, -0.0838], [-4.3387, 3.7413, 1.0260], [-3.5914, 2.6599, 1.7330], [-2.9504, 2.9337, 2.7292], [-3.6678, 1.3044, 1.1899], [-4.3714, 1.0589, 0.0817], [-5.0978, 2.1480, -0.6395], [-5.7123, 1.8846, -1.6544], [-4.4556, -0.1775, -0.4363], [-4.2690, 4.9703, 1.5615], [-5.5834, 4.2741, -0.6049], [-3.1363, 0.5265, 1.7197], [-5.0090, -0.0938, -1.2327], [-3.7062, 4.8782, 2.3494], [1.6624, 8.2508, 2.3468], [2.2986, 8.4709, 3.5012], [3.0110, 7.3753, 4.2220], [3.5917, 7.6212, 5.2571], [2.9722, 6.0301, 3.6392], [2.3338, 5.8162, 2.4904], [1.6453, 6.9145, 1.7568], [1.0947, 6.6616, 0.7025], [2.2729, 4.5884, 1.9207], [2.3297, 9.6853, 4.0678], [1.1447, 9.0359, 1.8138], [3.4767, 5.2397, 4.1782], [1.7557, 4.7107, 1.1026], [2.8483, 9.5801, 4.8844]], "spin_multiplicity": 1, "charge": 1, "e_tot_ev": -106807.3403, "orbital_gap_ev": 6.610, "e_homo_ev": -10.7, "lumo_energy_ha": -0.1504}

Record 4
{"formula": "C4H6N2O", "method": "ωB97M-V/def2-TZVPD", "elements": ["C", "C", "C", "C", "N", "N", "O", "H", "H", "H", "H", "H", "H"], "positions_angstrom": [[1.4333, 1.1055, 0.5583], [0.3588, 0.9968, 1.4766], [0.3510, -0.1123, -1.1876], [-0.1151, -1.2673, -1.9108], [1.2205, 0.3174, -0.5085], [-0.6685, 0.2611, 1.2046], [-1.7378, 0.3044, 2.0496], [2.2971, 1.8343, 0.5726], [0.2332, 1.5716, 2.3035], [0.5592, -1.6547, -2.7329], [-0.4731, -2.0385, -1.1507], [-1.0774, -1.1344, -2.2980], [-2.3812, -0.1840, 1.6235]], "spin_multiplicity": 1, "charge": 0, "e_tot_ev": -9267.9013, "orbital_gap_ev": 7.556, "e_homo_ev": -7.0, "lumo_energy_ha": 0.0197}

Record 5
{"formula": "C8H16N2O3", "method": "ωB97M-V/def2-TZVPD", "elements": ["C", "C", "C", "C", "C", "N", "C", "O", "N", "C", "C", "O", "O", "H", "H", "H", "H", "H", "H", "H", "H", "H", "H", "H", "H", "H", "H", "H", "H"], "positions_angstrom": [[-2.7213, 2.0341, -0.5364], [-2.1442, 1.1623, 0.5863], [-1.0003, 0.2398, 0.1163], [-1.4981, -0.8781, -0.7949], [-0.2879, -0.3439, 1.3607], [0.3985, 0.7058, 2.1062], [0.6091, -1.5642, 1.1188], [0.4195, -2.5979, 1.7303], [1.6816, -1.4698, 0.2555], [2.0489, -0.4426, -0.6657], [3.3491, -0.8263, -1.3432], [3.9169, -1.8807, -1.1471], [3.8332, 0.0672, -2.2220], [-1.9491, 2.6385, -0.9582], [-3.5095, 2.6732, -0.1638], [-3.1731, 1.4085, -1.3641], [-1.7615, 1.8067, 1.4060], [-2.9350, 0.5497, 1.0247], [-0.2965, 0.8600, -0.4210], [-2.1884, -1.5448, -0.2593], [-2.0370, -0.4835, -1.6193], [-0.6729, -1.4958, -1.2118], [-1.0369, -0.7568, 2.0052], [1.2169, 1.0290, 1.6273], [0.7214, 0.3364, 3.0227], [2.2669, -2.3111, 0.2166], [2.1957, 0.5182, -0.1630], [1.2969, -0.2853, -1.4473], [3.2571, 0.8514, -2.2595]], "spin_multiplicity": 1, "charge": 0, "e_tot_ev": -17678.9322, "orbital_gap_ev": 9.412, "e_homo_ev": -9.3, "lumo_energy_ha": 0.0030}

Record 6
{"formula": "C22H25N3O2", "method": "ωB97M-V/def2-TZVPD", "elements": ["C", "C", "C", "N", "C", "O", "C", "C", "C", "O", "N", "C", "C", "N", "C", "C", "C", "C", "C", "C", "C", "C", "C", "C", "C", "C", "C", "H", "H", "H", "H", "H", "H", "H", "H", "H", "H", "H", "H", "H", "H", "H", "H", "H", "H", "H", "H", "H", "H", "H", "H", "H"], "positions_angstrom": [[-1.1172, -4.7334, -0.0961], [0.0200, -4.2748, -0.5830], [0.3977, -2.8295, -0.7169], [-0.6133, -1.9132, -0.2528], [-0.4021, -1.0825, 0.7817], [0.6540, -0.9990, 1.3788], [-1.6068, -0.2293, 1.1609], [-2.3796, 0.3572, -0.0512], [-3.5882, -0.5426, -0.2439], [-3.4725, -1.6367, -0.7748], [-4.7480, -0.1151, 0.2729], [-4.8851, 1.1965, 0.8580], [-4.0271, 2.1599, 0.0489], [-2.6407, 1.7755, 0.1776], [-1.7689, 2.6481, -0.6056], [-0.3289, 2.2351, -0.4825], [0.3334, 1.6407, -1.5480], [1.6276, 1.1771, -1.4054], [2.2826, 1.2785, -0.1838], [3.6316, 0.7217, -0.0067], [3.9007, -0.0989, 1.0855], [5.1637, -0.6341, 1.2589], [6.1724, -0.3511, 0.3522], [5.9102, 0.4616, -0.7380], [4.6457, 0.9911, -0.9207], [1.6279, 1.8987, 0.8766], [0.3442, 2.3813, 0.7243], [-1.3178, -5.7892, -0.0338], [-1.8968, -4.0808, 0.2584], [0.7834, -4.9567, -0.9345], [0.6282, -2.6190, -1.7707], [1.3011, -2.6276, -0.1301], [-1.5476, -2.0111, -0.6393], [-1.2499, 0.5921, 1.7803], [-2.2700, -0.8462, 1.7742], [-1.7602, 0.2342, -0.9494], [-5.5440, -0.7325, 0.2143], [-5.9336, 1.4966, 0.8311], [-4.5405, 1.1912, 1.8990], [-4.1368, 3.1770, 0.4345], [-4.3729, 2.1499, -1.0028], [-2.0646, 2.6495, -1.6704], [-1.9045, 3.6622, -0.2154], [-0.1698, 1.5321, -2.5002], [2.1230, 0.6986, -2.2381], [3.0992, -0.3388, 1.7675], [5.3636, -1.2768, 2.1042], [7.1603, -0.7657, 0.4923], [6.6942, 0.6830, -1.4484], [4.4442, 1.6334, -1.7667], [2.1346, 2.0000, 1.8244], [-0.1564, 2.8619, 1.5525]], "spin_multiplicity": 1, "charge": 0, "e_tot_ev": -31785.8017, "orbital_gap_ev": 9.035, "e_homo_ev": -8.4, "lumo_energy_ha": 0.0230}

Record 7
{"formula": "C42H42ClO8P2S3W", "method": "ωB97M-V/def2-TZVPD", "elements": ["W", "O", "C", "O", "C", "C", "C", "C", "C", "O", "C", "C", "O", "O", "H", "H", "H", "H", "H", "H", "H", "H", "C", "C", "O", "P", "S", "S", "O", "C", "C", "H", "H", "H", "H", "H", "H", "H", "H", "H", "H", "Cl", "C", "C", "C", "C", "C", "C", "P", "C", "C", "C", "C", "C", "C", "C", "C", "C", "C", "C", "C", "H", "H", "H", "H", "H", "H", "H", "H", "H", "H", "H", "H", "H", "H", "O", "S", "C", "C", "C", "C", "C", "C", "C", "C", "C", "C", "C", "C", "H", "H", "H", "H", "H", "H", "H", "H", "H", "H"], "positions_angstrom": [[-1.0531, 0.4486, -0.0258], [-3.4694, 2.1672, 0.7856], [-3.4817, 1.3450, -0.0920], [-2.5139, 1.3180, -1.0281], [-4.3750, 0.1099, -0.1172], [-3.9071, -0.8331, -1.2339], [-4.7939, -2.0624, -1.3734], [-4.4078, -2.8883, -0.1301], [-3.3960, -1.9736, 0.5414], [-2.6958, -1.3645, -0.5933], [-4.0792, -0.7439, 1.1668], [-3.0693, -0.1526, 2.1357], [-3.2319, 0.1861, 3.2585], [-1.8015, -0.2120, 1.5796], [-5.4191, 0.4127, -0.1787], [-3.6343, -0.3351, -2.1579], [-4.5616, -2.5923, -2.2945], [-5.8465, -1.7869, -1.4014], [-3.9431, -3.8330, -0.4070], [-5.2447, -3.1057, 0.5309], [-2.6742, -2.4613, 1.1915], [-4.9872, -0.9838, 1.7153], [4.0164, 0.1276, -4.2430], [3.0742, 1.0415, -3.5046], [1.9061, 0.2565, -3.1058], [0.4885, 0.9248, -2.9196], [-0.7325, -0.5480, -2.2976], [0.3035, 2.2285, -1.4494], [0.1055, 1.5757, -4.2925], [0.0672, 0.8122, -5.5417], [-1.3630, 0.5567, -5.9403], [4.9380, 0.6632, -4.4680], [3.5844, -0.2149, -5.1821], [4.2664, -0.7381, -3.6306], [2.7450, 1.8804, -4.1212], [3.5179, 1.4273, -2.5860], [0.6365, -0.1108, -5.4132], [0.5847, 1.4371, -6.2672], [-1.8708, -0.0767, -5.2132], [-1.3825, 0.0520, -6.9060], [-1.9063, 1.4953, -6.0342], [0.9955, -0.1839, 3.0465], [0.6456, -1.8749, 3.0810], [0.6127, -2.5093, 4.3136], [0.4518, -3.8811, 4.3704], [0.3549, -4.6100, 3.1914], [0.3715, -3.9606, 1.9707], [0.4792, -2.5639, 1.8852], [0.5519, -1.7112, 0.2687], [0.2229, -3.0283, -0.9405], [-0.9275, -3.8094, -0.8696], [-1.1929, -4.7592, -1.8400], [-0.3141, -4.9404, -2.8981], [0.8296, -4.1615, -2.9845], [1.0944, -3.2044, -2.0175], [2.2968, -1.2616, 0.1001], [2.7047, 0.0644, 0.0734], [4.0571, 0.3772, 0.0415], [5.0060, -0.6323, 0.0511], [4.6041, -1.9616, 0.1028], [3.2580, -2.2768, 0.1349], [0.7357, -1.9193, 5.2108], [0.4301, -4.3774, 5.3303], [0.2729, -5.6876, 3.2174], [0.3143, -4.5583, 1.0752], [-1.6130, -3.7039, -0.0418], [-2.0817, -5.3716, -1.7655], [-0.5197, -5.6891, -3.6508], [1.5167, -4.2940, -3.8092], [1.9673, -2.5762, -2.1214], [1.9774, 0.8656, 0.0647], [4.3667, 1.4146, 0.0173], [6.0595, -0.3878, 0.0333], [5.3412, -2.7522, 0.1278], [2.9580, -3.3153, 0.1939], [-0.2972, 1.8256, 1.1671], [-0.7579, 3.2400, 1.7230], [-0.5135, 3.1731, 3.4611], [-1.6654, 3.4079, 4.2031], [-1.5751, 3.4360, 5.5879], [-0.3510, 3.2204, 6.1995], [0.7938, 2.9832, 5.4429], [0.7230, 2.9664, 4.0653], [0.5125, 4.3277, 1.1692], [0.0817, 5.6069, 0.8486], [1.0251, 6.5515, 0.4663], [2.3632, 6.1997, 0.3970], [2.7750, 4.9068, 0.7058], [1.8506, 3.9586, 1.0993], [-2.6171, 3.5507, 3.7077], [-2.4594, 3.6183, 6.1816], [-0.2800, 3.2404, 7.2785], [1.7419, 2.8216, 5.9367], [1.6143, 2.8136, 3.4732], [-0.9697, 5.8624, 0.8879], [0.7093, 7.5538, 0.2140], [3.0961, 6.9350, 0.0949], [3.8225, 4.6464, 0.6403], [2.1570, 2.9464, 1.3301]], "spin_multiplicity": 2, "charge": 2, "e_tot_ev": -126037.3781, "orbital_gap_ev": [6.937, 7.340], "e_homo_ev": [-13.7, -13.7], "s_squared": 0.76, "lumo_energy_ha": [-0.2498, -0.2354]}

Record 8
{"formula": "C36H25F3MgN5O6Sb", "method": "ωB97M-V/def2-TZVPD", "elements": ["Mg", "O", "C", "O", "C", "C", "C", "C", "C", "C", "N", "O", "O", "N", "O", "O", "H", "H", "H", "F", "C", "C", "C", "C", "C", "C", "Sb", "C", "C", "C", "C", "F", "C", "C", "C", "C", "C", "C", "F", "C", "C", "H", "H", "H", "H", "H", "H", "H", "H", "H", "H", "H", "H", "N", "C", "C", "C", "C", "C", "C", "C", "H", "H", "H", "H", "C", "N", "C", "C", "N", "C", "H", "H", "H", "H", "H", "H"], "positions_angstrom": [[-1.8799, -0.9011, 0.8795], [-3.4357, -3.7838, -1.4593], [-2.7008, -2.8203, -1.5051], [-2.3672, -2.0486, -0.5331], [-2.0550, -2.4505, -2.8455], [-2.2172, -3.2639, -3.9602], [-1.6095, -2.9008, -5.1505], [-0.8494, -1.7530, -5.2899], [-0.7178, -0.9587, -4.1657], [-1.3007, -1.2947, -2.9545], [0.0668, 0.2766, -4.2459], [0.6141, 0.5444, -5.2879], [0.0976, 0.9940, -3.2519], [-1.7773, -3.7683, -6.3327], [-1.2240, -3.4207, -7.3564], [-2.4159, -4.7871, -6.1893], [-2.8116, -4.1632, -3.8854], [-0.3905, -1.4942, -6.2316], [-1.1687, -0.6694, -2.0914], [5.7703, -1.5691, -3.7136], [4.7679, -1.2914, -2.8642], [3.4971, -1.7422, -3.1632], [2.4714, -1.4501, -2.2759], [2.7154, -0.7166, -1.1200], [4.0114, -0.2860, -0.8475], [5.0501, -0.5706, -1.7186], [1.1012, -0.2288, 0.1664], [1.9234, -0.5328, 2.1077], [2.7157, 0.4044, 2.7659], [3.1578, 0.1762, 4.0607], [2.8017, -1.0066, 4.6803], [3.2222, -1.2294, 5.9366], [2.0249, -1.9636, 4.0568], [1.5852, -1.7127, 2.7674], [1.3004, 1.8920, 0.1029], [1.7937, 2.5346, -1.0272], [1.7885, 3.9210, -1.1158], [1.2832, 4.6456, -0.0551], [1.2518, 5.9909, -0.1385], [0.7926, 4.0419, 1.0880], [0.8020, 2.6579, 1.1554], [3.3268, -2.3110, -4.0666], [1.4720, -1.8162, -2.4881], [4.2194, 0.2757, 0.0561], [6.0637, -0.2488, -1.5251], [2.9896, 1.3312, 2.2759], [3.7692, 0.8947, 4.5891], [1.7581, -2.8691, 4.5834], [0.9516, -2.4493, 2.2857], [2.1792, 1.9566, -1.8577], [2.1688, 4.4356, -1.9876], [0.4130, 4.6492, 1.8986], [0.4098, 2.1762, 2.0443], [-3.1710, -1.6063, 8.2425], [-2.9439, -1.5081, 7.1200], [-2.6606, -1.3755, 5.7214], [-3.3547, -2.1418, 4.7883], [-3.0693, -1.9980, 3.4378], [-2.1001, -1.1000, 2.9660], [-1.4251, -0.3516, 3.9386], [-1.6870, -0.4752, 5.2930], [-4.1080, -2.8420, 5.1255], [-3.6237, -2.6165, 2.7389], [-0.6509, 0.3510, 3.6390], [-1.1438, 0.1134, 6.0215], [-2.1017, 4.1648, -1.5331], [-2.2544, 3.1199, -0.5357], [-2.6993, 3.2675, 0.7537], [-2.6537, 2.0296, 1.3157], [-2.1818, 1.1286, 0.3891], [-1.9504, 1.8283, -0.7086], [-2.0299, 5.1271, -1.0318], [-2.9537, 4.1751, -2.2121], [-1.1853, 3.9921, -2.0947], [-3.0075, 4.2206, 1.1434], [-2.9116, 1.7202, 2.3141], [-1.5389, 1.4506, -1.6320]], "spin_multiplicity": 1, "charge": 0, "e_tot_ev": -77604.4905, "orbital_gap_ev": 7.625, "e_homo_ev": -9.1, "lumo_energy_ha": -0.0543}